(a)
Computed, not measured: one molecule with the formula C4H10N4O, with ωB97M-V with the def2-TZVPD basis set.

Structure (ORCA input):
```
! RIJCOSX wB97M-V def2-TZVPD def2/J DEFGRID3
* xyz 0 1
C 0.896 -2.009 -1.687
N 0.731 -1.098 -0.504
C 0.818 0.268 -1.014
C -0.281 1.036 -0.410
N -0.447 0.629 0.973
C -0.890 1.559 1.938
N -0.591 -0.693 1.267
O -1.206 -0.974 2.307
N -0.133 -1.593 0.381
H 1.884 -1.979 -2.066
H 0.717 -2.969 -1.269
H 0.138 -1.680 -2.467
H 0.809 0.345 -2.084
H 1.831 0.727 -0.567
H -0.039 2.179 -0.221
H -1.254 0.990 -0.928
H -0.330 2.479 1.852
H -1.841 1.861 1.702
H -0.812 0.923 2.796
*
```

Values from the calculation:
SMILES string: CN1CCN(C)[N+]([O-])=N1
E_HOMO: -7.37 eV
Kohn-Sham gap: 8.111 eV

(b)
Computed, not measured: a 2-piece molecular cluster, C4H10N4O overall, with ωB97M-V with the def2-TZVPD basis set.

Structure (ORCA input):
```
! RIJCOSX wB97M-V def2-TZVPD def2/J DEFGRID3
* xyz 0 1
C -0.780 -0.499 2.431
C -1.117 0.814 1.628
C 0.291 1.123 1.143
C 1.002 -0.705 -1.686
H -1.903 -1.189 2.402
H 0.030 -0.997 1.661
H -0.329 -0.545 3.636
H -1.258 1.453 2.618
H -2.994 0.290 1.583
H -2.287 0.513 0.063
H 0.635 1.905 1.714
H -0.839 -2.286 -1.970
H 1.369 -2.514 -2.723
H 2.143 0.846 -1.626
N -2.300 0.954 0.956
N 0.961 0.659 0.222
N 0.528 -1.773 -2.259
N 2.114 -0.086 -1.968
O -0.009 -0.019 -0.889
*
```

Values from the calculation:
E_HOMO: -8.60 eV
Kohn-Sham gap: 8.261 eV

Order from most stable to least stable according to the calculation: (a), (b)

(a)
Computed, not measured: a 4-piece molecular cluster, CH10N2O3 overall, with ωB97M-V with the def2-TZVPD basis set.

Structure (ORCA input):
```
! RIJCOSX wB97M-V def2-TZVPD def2/J DEFGRID3
* xyz 0 1
H 0.925 -2.982 0.212
N 0.275 -2.266 -0.026
C -0.252 -1.689 0.979
N -1.146 -0.690 0.875
H -0.077 -1.957 2.024
H -1.291 -0.034 1.623
H -1.164 -0.146 0.024
O 0.581 1.840 -0.755
H 0.607 0.984 -1.281
H 0.508 2.529 -1.429
O 0.560 -0.569 -2.147
H 0.398 -1.246 -1.411
H 1.479 -0.632 -2.347
O -0.548 1.982 1.469
H -0.882 2.877 1.517
H 0.029 1.998 0.671
*
```

Values from the calculation:
SMILES string: [H]/N=C/N.O.O.O
E_HOMO: -9.57 eV
Kohn-Sham gap: 10.398 eV

(b)
Computed, not measured: a 4-piece molecular cluster, CH10N2O3 overall, with ωB97M-V with the def2-TZVPD basis set.

Structure (ORCA input):
```
! RIJCOSX wB97M-V def2-TZVPD def2/J DEFGRID3
* xyz 0 1
N 1.463 1.108 0.991
C 0.848 -0.118 0.500
N 0.410 0.010 -0.815
H 1.892 1.015 1.913
H 0.823 1.846 0.749
H 1.629 -0.874 0.586
H 0.622 -0.740 -1.478
H -1.462 -1.001 0.094
H -0.340 0.723 -0.949
O -2.192 -0.371 0.282
H 0.020 -0.486 1.155
H 0.068 2.854 -1.321
O -0.196 2.234 -0.624
H -0.331 -3.221 -0.496
H -2.850 -0.688 -0.348
O -0.403 -2.290 -0.238
*
```

Values from the calculation:
E_HOMO: -9.52 eV
Kohn-Sham gap: 5.388 eV

Order from most stable to least stable according to the calculation: (a), (b)

(a)
Computed, not measured: a 2-piece molecular cluster, C2H7OS overall, with ωB97M-V with the def2-TZVPD basis set.

Structure (ORCA input):
```
! RIJCOSX wB97M-V def2-TZVPD def2/J DEFGRID3
* xyz -1 1
C -0.588 -0.784 -0.838
S -1.579 -1.406 -2.216
H 0.402 -1.209 -0.765
H -1.243 -1.107 -0.030
H -0.486 0.295 -0.876
H -0.703 -1.383 -3.261
C 0.858 1.136 1.608
O 1.589 1.169 0.477
H 0.301 2.111 1.803
H 1.423 0.811 2.505
H 0.027 0.368 1.593
*
```

Values from the calculation:
E_HOMO: -2.05 eV
Kohn-Sham gap: 5.245 eV

(b)
Computed, not measured: a 2-piece molecular cluster, C2H7OS overall, with ωB97M-V with the def2-TZVPD basis set.

Structure (ORCA input):
```
! RIJCOSX wB97M-V def2-TZVPD def2/J DEFGRID3
* xyz -1 1
O -2.841 0.465 1.228
H -3.436 -0.094 0.659
C -0.662 -0.166 -0.301
S 0.616 0.470 0.647
C 2.258 -0.034 -0.130
H -0.801 -1.256 -0.550
H -1.073 0.403 -1.142
H -1.914 0.343 0.551
H 2.983 0.741 0.165
H 2.674 -1.002 0.140
H 2.195 0.130 -1.265
*
```

Values from the calculation:
E_HOMO: -2.23 eV
Kohn-Sham gap: 6.263 eV

(c)
Computed, not measured: a 2-piece molecular cluster, C2H7OS overall, with ωB97M-V with the def2-TZVPD basis set.

Structure (ORCA input):
```
! RIJCOSX wB97M-V def2-TZVPD def2/J DEFGRID3
* xyz -1 1
C 1.601 1.528 -1.879
S -0.262 1.262 -1.849
H 2.056 0.873 -1.075
H 2.087 1.035 -2.817
H 1.753 2.652 -1.739
H -0.707 -0.830 -0.137
C -1.296 -1.292 1.941
O -1.485 -1.316 0.574
H -0.439 -0.658 2.381
H -2.227 -0.940 2.277
H -1.082 -2.313 2.322
*
```

Values from the calculation:
E_HOMO: -2.48 eV
Kohn-Sham gap: 6.424 eV

(d)
Computed, not measured: a 2-piece molecular cluster, C2H7OS overall, with ωB97M-V with the def2-TZVPD basis set.

Structure (ORCA input):
```
! RIJCOSX wB97M-V def2-TZVPD def2/J DEFGRID3
* xyz -1 1
O -2.651 -0.615 0.979
H -1.687 -0.731 0.888
C 1.050 -0.297 -1.669
S 0.224 -0.018 -0.150
C 1.412 1.110 0.702
H 0.992 -1.236 -2.191
H 1.876 0.344 -1.952
H -2.979 -0.738 0.086
H 0.885 1.996 1.024
H 1.967 1.480 -0.149
H 2.004 0.554 1.420
*
```

Values from the calculation:
E_HOMO: -0.45 eV
Kohn-Sham gap: 4.413 eV

Order from most stable to least stable according to the calculation: (c), (a), (b), (d)

(a)
Computed, not measured: one molecule with the formula C2H4N2, with ωB97M-V with the def2-TZVPD basis set.

Structure (ORCA input):
```
! RIJCOSX wB97M-V def2-TZVPD def2/J DEFGRID3
* xyz 0 3
C -0.277 0.635 -1.534
C -0.127 -0.492 0.803
N -0.269 0.642 -2.664
N 0.101 0.645 -0.005
H 0.617 -1.320 0.668
H 0.017 -0.165 1.784
H -1.121 -0.858 0.783
H 1.058 0.912 0.164
*
```

Values from the calculation:
E_HOMO (spin up / spin down): -5.12 / -11.70 eV
Kohn-Sham gap (spin up / spin down): 5.954 / 8.175 eV

(b)
Computed, not measured: a 2-piece molecular cluster, C2H4N2 overall, with ωB97M-V with the def2-TZVPD basis set.

Structure (ORCA input):
```
! RIJCOSX wB97M-V def2-TZVPD def2/J DEFGRID3
* xyz 0 3
C -2.018 0.082 -0.019
C -0.608 0.140 -0.421
N -3.138 -0.177 0.076
N 0.232 -0.896 -0.074
H -0.289 0.878 -1.284
H -0.410 1.484 0.704
H -0.084 -1.557 0.655
H 1.292 -1.039 -0.248
*
```

Values from the calculation:
E_HOMO (spin up / spin down): -6.17 / -11.37 eV
Kohn-Sham gap (spin up / spin down): 6.778 / 9.689 eV

Order from most stable to least stable according to the calculation: (b), (a)